Computed, not measured: a cluster of 8 separate species, C21H31F6N5O7 in total at a distorted geometry, with ωB97M-V/def2-TZVPD.

* HOMO-LUMO gap: 11.0699 eV
* E_HOMO: -10.75 eV
* molar mass: 579.50 g/mol
* structure (SMILES): CCOC(=O)C(F)(F)F.CCOC(=O)C(F)(F)F.COC(=O)OC.CC#N.CC#N.CC#N.CC#N.CC#N

Each line ends with the Löwdin charge.
Atoms and positions in Å:
1 C 9.446465 -0.902767 -3.368085  -0.0610
2 C 8.409081 -1.034573 -4.464044  -0.1932
3 O 7.084336 -1.174403 -3.921509  0.0388
4 C 6.426883 -0.058855 -3.679568  -0.3995
5 O 6.816889 1.059175 -3.859878  0.1595
6 C 5.037170 -0.335010 -3.054614  -0.5673
7 F 5.157201 -0.515844 -1.742923  0.1603
8 F 4.235388 0.683933 -3.327823  0.1608
9 F 4.494263 -1.445828 -3.590626  0.1520
10 H 9.233514 -1.569590 -2.530314  0.0861
11 H 9.643499 0.117257 -3.051542  0.0790
12 H 10.407854 -1.296564 -3.722048  0.0796
13 H 8.568289 -1.950105 -5.026595  0.1243
14 H 8.471987 -0.177126 -5.130461  0.1227
15 C -8.481592 1.365144 1.521588  -0.0598
16 C -7.473638 2.471178 1.376253  -0.2085
17 O -6.129263 2.015638 1.480948  0.0488
18 C -5.634232 1.300343 0.497633  -0.4008
19 O -6.180830 1.032874 -0.536709  0.1547
20 C -4.197246 0.820333 0.773000  -0.5387
21 F -4.234071 -0.455834 1.192196  0.1551
22 F -3.490801 0.883419 -0.357893  0.1476
23 F -3.576891 1.554700 1.701660  0.1710
24 H -9.498451 1.740545 1.461582  0.0838
25 H -8.300047 0.836021 2.461214  0.0870
26 H -8.349464 0.603664 0.751200  0.0755
27 H -7.574833 3.243017 2.137994  0.1281
28 H -7.612275 3.028551 0.442951  0.1309
29 C -0.113106 -2.046000 3.240209  -0.0180
30 O -0.421058 -0.656566 3.048188  -0.0210
31 C -0.586739 0.194949 4.041641  -0.6171
32 O -0.675635 1.377532 3.872491  0.1292
33 O -0.599620 -0.428127 5.227483  -0.0203
34 C -0.744199 0.428622 6.369464  -0.0230
35 H 0.739464 -2.120886 3.914912  0.1003
36 H 0.145590 -2.427657 2.261101  0.0600
37 H -0.963174 -2.561088 3.680818  0.0979
38 H -0.034185 1.247608 6.290438  0.0978
39 H -0.517873 -0.180074 7.240239  0.0927
40 H -1.767718 0.787663 6.450317  0.0983
41 C -0.116651 -0.679256 -0.321885  -0.0858
42 C 1.263885 -0.355199 -0.621986  -0.2401
43 N 2.348437 -0.043671 -0.821428  0.1645
44 H -0.391106 -0.430001 0.704694  0.0596
45 H -0.412703 -1.703176 -0.522405  0.0441
46 H -0.773945 -0.043747 -0.918287  0.0645
47 C 4.821710 2.598386 -0.852068  -0.0741
48 C 5.010143 2.342865 0.570134  -0.2844
49 N 5.180973 2.135848 1.687571  0.1180
50 H 5.521459 2.034229 -1.460388  0.0564
51 H 4.909020 3.664713 -1.044808  0.0845
52 H 3.829621 2.251292 -1.143743  0.0554
53 C -4.085978 -1.143608 -3.731453  -0.0547
54 C -3.370963 -1.404059 -2.499966  -0.2331
55 N -2.804053 -1.610639 -1.523207  0.1756
56 H -5.162682 -1.064061 -3.580693  0.0882
57 H -3.849471 -1.906914 -4.468439  0.0840
58 H -3.830237 -0.167577 -4.150605  0.0904
59 C -2.961489 -4.863283 -0.693562  -0.0758
60 C -1.705498 -4.552828 -0.005184  -0.2714
61 N -0.760664 -4.301864 0.604633  0.1408
62 H -2.841027 -4.734985 -1.763850  0.0738
63 H -3.664316 -4.109203 -0.330176  0.0721
64 H -3.323354 -5.835080 -0.372952  0.0799
65 C 0.178699 2.636748 1.191009  -0.0769
66 C -0.337187 3.988750 1.234793  -0.2792
67 N -0.729437 5.064314 1.258646  0.1193
68 H 0.716004 2.444633 0.261250  0.0733
69 H -0.631634 1.908653 1.197643  0.0554
70 H 0.811481 2.423474 2.045821  0.0819

Force components x, y, z for each atom (eV/Å):
0.7726 -0.6386 -0.0156
0.6389 -0.0219 0.0997
-0.2762 -0.0566 -0.0496
0.0591 0.2882 0.2167
0.0144 0.0494 -0.0075
0.1696 -0.6862 -0.7442
-0.0405 0.1569 0.0058
-0.1346 0.0902 0.2808
0.0293 0.2147 0.2244
-0.3248 0.3130 0.1198
-0.3580 0.0357 0.1936
-0.1302 0.2072 -0.2671
-0.1030 -0.0126 -0.0263
-0.2849 -0.0329 -0.0808
0.4490 -0.7885 0.1395
-0.7621 1.0741 -0.5538
0.6375 -0.2060 0.5801
-0.3275 0.1810 -0.6469
0.0714 -0.1052 0.0519
0.1843 0.1285 0.2499
0.0663 0.1775 -0.0647
-0.0398 0.0306 0.2402
-0.0932 -0.2269 -0.1925
-0.0431 0.0788 0.1562
-0.3192 0.2163 0.1220
-0.0617 0.2286 -0.1752
0.0927 -0.3015 0.2956
0.1932 -0.3857 -0.1531
0.2043 0.3223 0.6500
-0.0812 0.0523 -0.9643
0.3028 -0.2354 0.5245
-0.2249 0.1562 0.0519
-0.1410 -0.0845 0.1745
0.1475 -0.1009 0.0011
-0.0043 -0.1435 -0.0591
-0.1462 -0.1138 -0.0453
-0.0318 -0.0996 -0.1461
-0.1462 0.1333 0.0723
0.0553 -0.0888 -0.0758
0.0302 0.1585 -0.1363
-0.8594 0.4732 -0.0053
-0.1672 -0.1354 0.3295
0.2263 0.1022 -0.1465
0.4001 -0.1659 0.1088
0.3295 -0.1337 -0.0340
0.1225 -0.0724 -0.2055
-0.4484 -0.0860 -0.0073
0.2228 -0.1736 0.1520
-0.0809 0.0720 -0.1740
0.2598 0.1409 0.1167
0.0645 0.0011 -0.0939
-0.0262 0.0807 0.0644
-0.3251 0.5578 -0.5286
0.0395 0.0536 0.2925
-0.1387 -0.2304 -0.2038
0.0283 -0.4072 0.2270
-0.1059 -0.0481 -0.0167
0.3765 -0.1131 0.1269
0.1650 0.7561 0.7012
0.3862 -0.0477 0.3444
-0.4174 -0.0987 -0.4124
-0.0803 -0.2872 -0.0672
-0.1107 -0.0690 -0.2282
0.0720 -0.1763 -0.3240
-0.0357 -0.6870 -0.3771
0.0884 -0.1159 -0.0255
-0.1568 0.3109 0.0012
0.2130 0.2864 0.0687
-0.1579 0.1788 0.2479
0.0722 0.0701 0.0227


Computed, not measured: a structure of composition C21H31IrO3 at a distorted geometry, with ωB97M-V/def2-TZVPD.

* HOMO-LUMO gap (alpha / beta): 6.1191 / 4.8662 eV
* ΔE to the lowest compared entry with this formula, charge and spin: 0.0301 eV
* <S²>: 8.778
* E_HOMO (alpha / beta): -8.52 / -11.63 eV
* molar mass: 523.69 g/mol
* spin multiplicity: 6
* charge: +1

Each line ends with the Löwdin charge.
Atoms and positions in Å:
1 O 3.536838 -4.923554 -4.000981  -0.1140
2 C 3.158239 -6.333559 -3.835677  -0.2012
3 C 4.344765 -6.934992 -4.545132  -0.0642
4 H 2.213460 -6.570234 -4.342480  0.1291
5 H 3.125835 -6.606686 -2.773899  0.1169
6 C 4.731113 -5.430856 -4.675513  -0.5705
7 H 4.057572 -7.447432 -5.471398  0.1203
8 H 4.969768 -7.531283 -3.870388  0.1184
9 C 4.777506 -4.926568 -6.112340  -0.0181
10 H 3.833429 -5.161560 -6.628619  0.0938
11 H 5.628471 -5.378256 -6.649897  0.0967
12 H 4.907920 -3.834351 -6.086504  0.0879
13 C 5.995426 -5.103656 -3.900918  -0.0224
14 H 5.915579 -5.475541 -2.869967  0.0895
15 H 6.131063 -4.015565 -3.883327  0.0868
16 H 6.864669 -5.569158 -4.392144  0.0984
17 Ir -0.409030 0.594331 0.114584  1.4803
18 C 1.139721 0.794712 2.518255  -0.0417
19 C -0.201973 0.438805 2.135110  -0.2422
20 C -0.069495 -0.890728 1.382378  -0.2941
21 H -1.123472 0.817391 2.581909  0.1149
22 C 1.351419 -1.152641 1.320128  -0.0499
23 C 2.042167 -0.147390 2.004898  -0.0195
24 H 3.121179 -0.169265 2.168473  0.1348
25 H 1.368025 1.630298 3.178092  0.1275
26 H -0.826252 -1.672711 1.386847  0.1174
27 H 1.774740 -2.043753 0.860499  0.1042
28 C -0.505746 2.564390 -0.921871  -0.1354
29 C 0.867704 2.236487 -0.621642  -0.1683
30 C 1.208601 1.031827 -1.330151  -0.1643
31 H 1.537449 2.785860 0.045135  0.1295
32 C 0.036742 0.588608 -2.047117  -0.1501
33 C -1.015271 1.543301 -1.802486  -0.1366
34 H -2.032419 1.478619 -2.189998  0.1399
35 H -1.062976 3.410777 -0.523394  0.1319
36 H 2.179009 0.534930 -1.315772  0.1232
37 H -0.043209 -0.317582 -2.656098  0.1246
38 O 0.769767 -3.053763 -3.095074  -0.1554
39 C 2.024894 -2.727612 -2.427229  -0.1875
40 C 2.452802 -3.960483 -1.629721  -0.1547
41 H 1.777430 -1.922176 -1.699331  0.0789
42 H 2.739911 -2.312158 -3.154945  0.1286
43 C 1.359891 -4.993047 -2.029188  -0.1693
44 H 2.344539 -3.779642 -0.540020  0.0968
45 H 3.454434 -4.308437 -1.839975  0.0940
46 C 0.171023 -4.063004 -2.212494  -0.1788
47 H 1.287344 -5.885545 -1.383308  0.1311
48 H 1.575123 -5.310799 -3.059937  0.0691
49 H -0.075859 -3.636005 -1.210330  0.1113
50 H -0.731096 -4.490460 -2.664946  0.1274
51 C -2.670672 -1.249091 -0.469582  -0.0719
52 C -2.303742 -0.068042 0.391684  -0.6215
53 O -3.114593 0.495147 1.112970  0.0867
54 H -1.939204 -1.435739 -1.271210  0.0627
55 H -3.652476 -1.034273 -0.913143  0.0949
56 H -2.734653 -2.136588 0.179494  0.0838

Force components x, y, z for each atom (eV/Å):
0.5088 -1.8997 -0.5120
-0.8354 -0.4034 0.4979
-0.1911 0.9097 0.0794
0.0493 0.2033 0.3403
-0.2178 0.0730 -0.2429
1.2847 -0.2612 -1.0097
0.4637 0.1156 0.2657
0.0203 0.1060 -0.5315
0.0505 0.1616 0.2186
0.3758 0.0680 0.1248
-0.3687 0.1700 0.1575
-0.0495 -0.2526 -0.1844
-0.1099 0.2351 -0.0682
0.0892 0.0991 -0.2399
0.1176 -0.1555 0.0880
-0.2731 0.1672 0.2171
-0.4618 -0.0232 -1.4375
-0.6711 0.9822 0.4738
0.0739 -1.3340 1.0193
0.0519 -0.4482 2.6178
0.4796 -0.3464 0.2860
-0.1346 -0.4964 -0.4753
0.6030 -0.4106 -0.3118
-0.3783 0.1345 0.0280
0.1115 -0.2075 -0.3216
0.2578 0.1374 0.1597
0.0149 0.3222 0.1170
0.5694 0.6337 -0.3886
-0.1272 0.4858 -0.2604
-0.0274 0.1046 -0.7500
-0.3571 -0.1525 -0.3963
0.8184 0.4901 -0.7842
0.3215 -0.0322 0.3543
0.4003 0.0380 0.2147
0.2107 -0.2829 -0.2149
-0.4081 0.1627 -0.0418
0.1197 0.3618 0.2485
-0.1036 -0.3063 1.2969
-0.8262 0.7344 0.1190
-0.7268 -0.7066 0.5754
0.2086 -0.0732 -0.2735
-0.3212 -0.5456 0.1471
0.2920 0.1969 -0.7430
0.2099 0.0139 -0.4533
0.0944 0.0559 -0.0430
0.5660 0.3681 0.2002
-0.2092 0.6236 -0.0916
-0.3410 0.0821 0.8422
-0.1900 0.1628 -0.5720
0.3724 0.2217 -0.0998
0.0995 -0.3456 -0.0399
0.5251 -1.3829 -2.3964
-1.8043 1.8386 2.2695
-0.2594 -0.0180 0.2830
0.1809 -0.2157 0.0100
-0.1485 -0.1596 -0.3682


- Which of these has the lowest molar mass?
  C21H31IrO3


- What is the formula in the first record?
  C21H31F6N5O7


- Which value of molar mass does entry 1 give?
  579.50 g/mol


- The lowest molar mass belongs to which entry?
  C21H31IrO3